Density functional theory data (ωB97M-V/def2-TZVPD) for C23H25N5O3 in the gas phase at a distorted geometry.

Cartesian coordinates (Å):
C: 2.61632 3.88970 -1.37602
H: 2.16875 2.93875 -1.67761
H: 3.48765 4.09182 -2.00952
O: 2.98084 3.88481 -0.01171
C: 3.86733 2.87245 0.33422
C: 5.15267 3.25559 0.67695
C: 6.11603 2.31950 1.00801
C: 5.78129 0.97937 0.97192
C: 4.49444 0.58637 0.65630
C: 3.49106 1.51203 0.35495
N: 2.19609 1.13710 0.00779
C: 1.07820 1.78669 0.67032
C: 0.69122 1.05282 1.95495
N: 0.35116 -0.32563 1.64825
C: -0.21046 -1.03970 2.77779
H: -0.11700 -2.11104 2.58695
C: -1.70273 -0.71829 2.93454
N: -2.37465 -0.87447 1.65328
C: -2.64088 0.28792 0.94626
O: -2.46673 1.39535 1.40485
N: -3.14876 0.12379 -0.31973
C: -3.39477 -1.11222 -0.85105
C: -3.13431 -2.24501 -0.10451
N: -3.46042 -3.35944 -0.83876
C: -3.93163 -2.95791 -2.05056
C: -4.38733 -3.70972 -3.12934
C: -4.81338 -3.03314 -4.25000
C: -4.79358 -1.63484 -4.31447
C: -4.34669 -0.87769 -3.25771
C: -3.90821 -1.53601 -2.10675
H: -4.33387 0.20053 -3.31267
H: -5.13765 -1.14854 -5.21454
H: -5.17251 -3.59030 -5.10202
H: -4.40448 -4.78785 -3.08333
H: -3.36006 -4.30324 -0.50617
C: -2.57979 -2.18376 1.22122
O: -2.31040 -3.14129 1.92258
H: -3.34922 0.96611 -0.83902
H: -2.14995 -1.41482 3.64630
H: -1.86064 0.30846 3.26216
H: 0.30661 -0.81153 3.72434
C: 1.49002 -0.99592 1.05160
C: 1.87661 -0.25209 -0.23178
H: 2.70710 -0.74631 -0.73706
H: 1.00913 -0.26615 -0.90225
H: 1.20621 -2.02250 0.80450
H: 2.35011 -1.02715 1.74421
H: -0.18224 1.54497 2.38191
H: 1.52654 1.10876 2.67834
H: 1.32821 2.81943 0.90317
H: 0.22091 1.77013 -0.01040
H: 4.26915 -0.46831 0.66144
H: 6.52075 0.22721 1.20544
H: 7.11420 2.63350 1.27099
H: 5.38447 4.31003 0.66365
H: 1.88925 4.69172 -1.49221

## Properties
LUMO: 0.25 eV
Charge: 0
E_HOMO: -7.59 eV
SMILES string: COc1ccccc1N1CCN(CCn2c(=O)[nH]c3c([nH]c4ccccc43)c2=O)CC1

Density functional theory data (ωB97M-V/def2-TZVPD) for a gas-phase ion, C3H2N5O6 (charge +1) at a distorted geometry.

Cartesian coordinates (Å):
C: -1.97504 -0.13931 -0.05481
C: -2.45687 1.16044 -0.51299
C: 0.55339 -0.42078 -0.05412
N: 1.24395 0.62999 -0.13303
N: -0.79106 -0.71966 0.01233
N: -1.48287 2.11196 0.06496
N: 1.19290 -1.79869 0.22514
N: 2.67561 0.83554 -0.20803
O: -3.32295 1.40689 -1.25651
O: -1.19227 2.34096 1.18168
O: 2.38065 -1.89144 0.19234
O: 0.33421 -2.65906 0.48447
O: 3.24105 1.05432 0.79772
O: 3.06519 0.77662 -1.33126
H: -2.65796 -0.85572 0.34259
H: -0.80793 -1.83206 0.24952

## Properties
LUMO (spin up / spin down): -7.77 / -7.77 eV
Charge: +1
E_HOMO (spin up / spin down): -14.32 / -14.32 eV
SMILES string: O=NC(=O)/C=[NH+]\C(=N\[N+](=O)[O-])[N+](=O)[O-]

Density functional theory data (ωB97M-V/def2-TZVPD) for 2 unconnected molecules or ions with the total composition C4H14N2OS at a distorted geometry.

Cartesian coordinates (Å):
C: -1.35846 0.21909 0.45177
N: -0.75874 -1.10461 0.36448
C: -0.19906 -1.62961 1.60621
N: 0.43291 -2.93746 1.45387
C: -0.26975 1.32690 0.40283
C: 0.24821 1.80720 -0.96545
S: -1.06978 2.58376 -1.98453
H: -2.25103 0.45088 -0.15658
H: -1.67570 0.36840 1.51275
H: -1.16503 -1.68318 -0.35022
H: -0.90905 -1.69704 2.40758
H: 0.61678 -0.95396 1.88873
H: -0.28772 -3.61373 1.26334
H: 1.22963 -2.90807 0.83788
H: -0.74805 2.13686 0.97171
H: 0.51351 1.00806 1.08562
H: 0.93032 2.63145 -0.80215
H: 0.73713 0.97912 -1.46831
H: -1.86906 1.56417 -2.27637
H: 2.56713 1.00935 -2.70949
H: 2.30934 0.00705 -1.49717
O: 2.97647 0.43537 -2.03650

## Properties
LUMO: 0.74 eV
Charge: 0
E_HOMO: -8.70 eV
SMILES string: NCNCCCS.O

Density functional theory data (ωB97M-V/def2-TZVPD) for a molecular structure, C49H50CsN5Sb2 at a distorted geometry.

Cartesian coordinates (Å):
Cs: 0.65341 1.84077 2.14413
C: -0.98636 -0.15637 6.38312
C: -0.56870 0.18891 5.10064
N: -0.68918 1.37867 4.58992
C: -1.20455 2.36431 5.34016
C: -1.72213 2.07910 6.65911
C: -1.60402 0.77902 7.14822
C: -2.37111 3.10424 7.41722
C: -2.43370 4.39440 6.88562
C: -1.81645 4.66822 5.63193
C: -1.41339 3.69910 4.75753
N: -1.11628 3.78836 3.43338
C: -1.79559 4.65381 2.67789
C: -3.03163 5.31547 3.02489
C: -3.56783 6.32297 2.25219
C: -3.14333 6.50014 0.93023
C: -2.09485 5.63341 0.37552
C: -1.79736 5.63101 -1.04047
C: -0.64315 5.00442 -1.41301
C: 0.15974 4.40308 -0.41080
N: -0.18738 4.22560 0.84017
C: -1.36180 4.87058 1.28159
H: -0.70231 -1.19938 6.68704
H: -0.10014 -0.53043 4.44336
H: -1.95990 0.45019 8.15957
H: -2.80552 2.87982 8.42073
H: -2.97226 5.18655 7.34597
H: -1.61572 5.74898 5.35157
H: -3.37542 5.17915 4.03700
H: -4.30820 6.98124 2.73678
H: -3.73082 7.16062 0.26249
H: -2.46855 6.09197 -1.76271
H: -0.34005 5.11411 -2.45553
H: 1.11273 3.99785 -0.70218
N: 3.72261 2.12220 3.00920
C: 4.65104 3.23392 2.76543
C: 5.09726 3.25953 1.30553
C: 6.00945 2.02056 0.90544
C: 6.28019 2.09990 -0.58551
N: 5.10663 1.92956 -1.38463
H: 3.56936 2.02587 3.98071
H: 4.28963 1.28616 2.73236
H: 5.53129 3.22605 3.52313
H: 4.09153 4.18973 2.97773
H: 5.76243 4.08498 1.16690
H: 4.23114 3.51078 0.62170
H: 5.55721 1.09256 1.35663
H: 7.01406 2.17503 1.47729
H: 6.92669 1.24763 -0.87595
H: 6.78713 3.01854 -0.84478
H: 5.07216 2.57005 -2.19271
H: 4.25382 1.96310 -0.87426
C: 0.11960 -4.61831 -1.35706
C: -1.28654 -3.97182 -1.27202
C: -1.59103 -2.80665 -2.18438
Sb: -3.02034 -1.48956 -1.23640
C: -4.68867 -2.97688 -1.84882
C: -4.98161 -3.40596 -3.17627
C: -5.77822 -4.49520 -3.40911
C: -6.31203 -5.22126 -2.37322
C: -6.16106 -4.78093 -1.10607
C: -5.37133 -3.66747 -0.86930
C: -3.50333 -0.31842 -2.98093
C: -4.81569 -0.00796 -3.32655
C: -5.07428 1.06017 -4.20757
C: -4.00227 1.71253 -4.75895
C: -2.70889 1.34989 -4.48029
C: -2.42885 0.36203 -3.49982
Sb: 1.77043 -3.38722 -0.61483
C: 3.31831 -4.96767 -0.46919
C: 3.08550 -6.19300 0.23250
C: 4.10077 -7.18740 0.27780
C: 5.29872 -6.97800 -0.44855
C: 5.47184 -5.77320 -1.07928
C: 4.53460 -4.71554 -1.07768
C: 2.30951 -2.87795 -2.64191
C: 2.51810 -3.88135 -3.60277
C: 2.47860 -3.58467 -4.96630
C: 2.35363 -2.23656 -5.33638
C: 2.17959 -1.24307 -4.39219
C: 2.29111 -1.56989 -3.04722
H: 0.34913 -4.92641 -2.37971
H: 0.23502 -5.53812 -0.73765
H: -1.34867 -3.69025 -0.20277
H: -1.99896 -4.81225 -1.31352
H: -2.05417 -3.13659 -3.12234
H: -0.70374 -2.21022 -2.40282
H: -4.52390 -2.79566 -3.89603
H: -5.85599 -4.85670 -4.40754
H: -6.88860 -6.14078 -2.56915
H: -6.59015 -5.34160 -0.23011
H: -5.35974 -3.31798 0.16749
H: -5.64643 -0.47013 -2.82830
H: -6.07756 1.29470 -4.54510
H: -4.09117 2.63322 -5.35587
H: -1.89016 1.92288 -4.93722
H: -1.41142 0.24985 -3.14824
H: 2.13981 -6.30534 0.73785
H: 3.93092 -8.16214 0.79470
H: 6.12320 -7.68079 -0.40838
H: 6.45414 -5.66478 -1.51242
H: 4.78707 -3.79770 -1.64836
H: 2.77399 -4.90924 -3.33796
H: 2.58185 -4.40496 -5.69606
H: 2.52912 -1.89086 -6.40176
H: 2.13903 -0.17835 -4.67751
H: 2.33941 -0.80446 -2.28592

## Properties
LUMO: -0.10 eV
Charge: 0
E_HOMO: -5.68 eV